{"formula": "C47H45ClCrF10N6O3P", "method": "ωB97M-V/def2-TZVPD", "gap_ha": [0.241, 0.267], "spin_multiplicity": 2, "e_lumo_ha": [-0.03279, -0.00946], "s_squared": 0.779, "de_lowest_kcal_mol": 0.0, "species": ["Cr", "C", "N", "C", "C", "N", "C", "C", "F", "C", "F", "C", "F", "C", "F", "C", "F", "C", "C", "N", "C", "C", "F", "C", "F", "C", "F", "C", "F", "C", "F", "H", "H", "H", "H", "H", "H", "H", "H", "H", "H", "H", "O", "C", "O", "C", "P", "C", "C", "C", "C", "C", "C", "C", "C", "C", "C", "C", "C", "H", "H", "H", "H", "H", "H", "H", "H", "H", "H", "H", "H", "C", "C", "C", "C", "C", "O", "C", "C", "C", "C", "C", "C", "Cl", "C", "C", "C", "N", "C", "N", "C", "N", "H", "H", "H", "H", "H", "H", "H", "H", "H", "H", "H", "H", "H", "H", "H", "H", "H", "H", "H", "H", "H", "H"], "positions_angstrom": [[-0.44928, 0.11694, -0.08426], [2.32128, -1.25712, -0.79129], [1.69997, -0.04717, -0.23223], [2.18418, 0.14732, 1.13732], [1.40319, -0.74168, 2.07687], [-0.03319, -0.54803, 1.87586], [-0.80664, -1.05405, 2.88448], [-2.14068, -0.62445, 3.08562], [-2.64603, 0.25951, 2.22764], [-2.92862, -0.96930, 4.16054], [-4.13727, -0.42246, 4.29397], [-2.45948, -1.84826, 5.11956], [-3.20316, -2.18587, 6.17358], [-1.19232, -2.36133, 4.94408], [-0.71497, -3.24493, 5.82244], [-0.40261, -1.98903, 3.87066], [0.78767, -2.61307, 3.80111], [2.02745, 1.09527, -1.09327], [1.17993, 1.05545, -2.34989], [-0.17817, 0.58634, -2.05673], [-0.98071, 0.45358, -3.17607], [-2.14154, -0.36928, -3.28579], [-2.54104, -1.17780, -2.30959], [-2.88821, -0.52095, -4.43681], [-3.91732, -1.36723, -4.42602], [-2.55743, 0.13201, -5.60522], [-3.26537, -0.02740, -6.72150], [-1.43959, 0.93188, -5.57183], [-1.04996, 1.57514, -6.67489], [-0.69812, 1.08678, -4.41542], [0.33310, 1.95094, -4.54590], [3.41213, -1.15806, -0.78351], [1.99158, -1.40985, -1.81386], [2.04565, -2.12690, -0.20009], [2.02253, 1.18122, 1.42242], [3.25638, -0.06915, 1.21650], [1.68716, -0.47451, 3.10135], [1.69966, -1.78465, 1.92303], [3.09152, 1.10369, -1.35998], [1.81639, 2.01419, -0.55057], [1.64963, 0.39764, -3.09472], [1.20100, 2.05639, -2.77960], [-3.66505, 2.23760, -1.18081], [-2.80249, 1.89355, -0.40074], [-2.27255, 0.72356, -0.29813], [-2.23822, 2.90320, 0.62681], [-0.45789, 2.49340, 0.80370], [0.19934, 4.08448, 0.13824], [0.24317, 4.21905, -1.24841], [0.53666, 5.44002, -1.83559], [0.79097, 6.54725, -1.04180], [0.75605, 6.42373, 0.33942], [0.45864, 5.20376, 0.92880], [-0.03754, 2.60293, 2.58627], [-0.94774, 2.33462, 3.60138], [-0.54114, 2.32332, 4.92951], [0.77706, 2.58655, 5.26314], [1.69352, 2.87522, 4.26044], [1.28987, 2.87432, 2.93634], [-2.78498, 2.73348, 1.55510], [-2.39387, 3.92350, 0.29176], [0.00906, 3.36754, -1.87846], [0.55663, 5.52898, -2.91403], [0.99650, 7.50932, -1.49279], [0.94664, 7.28076, 0.97263], [0.40904, 5.14067, 2.00489], [-1.98685, 2.14242, 3.37044], [-1.26491, 2.10388, 5.70422], [1.09085, 2.57982, 6.29874], [2.71791, 3.11863, 4.51232], [2.00597, 3.12183, 2.16114], [0.00973, -6.93224, -2.32418], [-1.29868, -7.34990, -1.64112], [-1.20330, -8.86678, -1.39810], [-2.45441, -7.10468, -2.62420], [-1.61871, -6.63065, -0.27900], [-2.78889, -7.24878, 0.27586], [-0.52250, -6.74454, 0.80130], [0.85405, -6.11406, 0.54480], [1.62991, -5.79232, 1.80230], [1.51430, -6.54751, 2.96517], [2.26716, -6.24937, 4.09064], [3.15990, -5.19141, 4.05596], [4.09873, -4.81058, 5.45856], [3.30677, -4.43559, 2.90559], [2.53871, -4.73885, 1.79476], [-2.19995, -5.18680, -0.33926], [-1.40734, -4.01764, -0.65435], [-1.22393, -2.95143, 0.12957], [-0.60608, -2.00043, -0.54461], [-0.43855, -2.54966, -1.77953], [-0.92597, -3.75744, -1.88427], [0.01420, -7.33923, -3.33752], [0.87940, -7.34158, -1.81252], [0.10544, -5.85724, -2.40305], [-0.87559, -9.35011, -2.31863], [-2.17009, -9.30124, -1.13509], [-0.47442, -9.11490, -0.62386], [-2.38408, -7.81179, -3.45213], [-2.40736, -6.09832, -3.04306], [-3.41886, -7.24979, -2.13678], [-2.59529, -8.17456, 0.44965], [-0.38397, -7.80685, 1.01629], [-0.95569, -6.30397, 1.70376], [0.76468, -5.20355, -0.04868], [1.46465, -6.80501, -0.03764], [0.82888, -7.38448, 3.00567], [2.16258, -6.83722, 4.99240], [4.00523, -3.60978, 2.88810], [2.65319, -4.14701, 0.89275], [-2.59576, -5.01625, 0.66081], [-3.04749, -5.21390, -1.02160], [-1.54977, -2.88926, 1.15614], [0.00194, -2.04171, -2.61926]], "atomic_forces_ev_per_a": [[0.39, 0.27, -0.15], [-0.13, -0.12, 0.04], [0.11, 0.04, -0.01], [-0.14, -0.09, 0.33], [0.09, 0.08, 0.07], [0.01, 0.29, -0.96], [-0.43, -0.26, 0.48], [0.53, -0.01, -0.08], [-0.25, 0.24, -0.22], [0.04, -0.15, 0.10], [-0.10, 0.03, -0.03], [0.06, 0.05, -0.11], [-0.06, -0.04, 0.04], [-0.04, 0.03, 0.10], [0.04, -0.06, 0.05], [-0.07, 0.12, -0.27], [0.10, -0.13, 0.02], [-0.10, 0.09, -0.23], [0.27, -0.18, 0.05], [0.06, -0.10, 0.89], [-0.44, -0.20, -0.72], [0.58, 0.25, -0.05], [-0.12, 0.07, 0.77], [0.02, 0.15, -0.20], [-0.10, -0.03, 0.00], [0.08, -0.01, 0.14], [-0.06, -0.01, -0.07], [0.05, 0.00, -0.07], [-0.03, 0.09, -0.07], [-0.11, -0.05, 0.28], [-0.18, 0.17, -0.33], [0.00, 0.06, 0.00], [-0.01, -0.01, -0.02], [-0.03, 0.00, -0.03], [0.02, 0.04, -0.12], [0.02, 0.05, -0.06], [0.05, -0.05, -0.01], [0.03, 0.02, 0.02], [0.02, -0.03, 0.04], [0.05, -0.05, 0.09], [0.02, 0.03, -0.04], [0.18, -0.17, 0.19], [0.14, -0.27, 0.06], [-0.09, 0.97, 0.20], [-0.06, -1.34, -0.41], [-0.15, -0.61, -0.18], [-0.15, 0.74, 0.57], [0.11, -0.21, -0.09], [-0.04, -0.13, -0.04], [0.01, 0.05, -0.05], [0.00, 0.04, 0.04], [-0.01, -0.04, 0.05], [0.00, -0.05, -0.07], [0.19, 0.02, -0.11], [-0.09, 0.10, -0.02], [-0.02, -0.05, 0.02], [0.02, 0.00, 0.01], [0.01, 0.01, 0.02], [-0.14, 0.06, -0.03], [0.06, 0.03, 0.02], [0.02, 0.04, 0.06], [-0.04, 0.04, 0.05], [-0.02, -0.03, 0.00], [0.05, -0.02, -0.02], [0.00, 0.02, -0.04], [-0.01, -0.04, 0.09], [0.06, -0.01, 0.02], [0.00, 0.02, 0.00], [-0.01, 0.00, 0.00], [0.01, -0.05, -0.01], [0.04, 0.04, 0.03], [-0.07, -0.09, 0.10], [-0.19, 0.03, -0.08], [-0.06, 0.11, 0.06], [0.09, 0.04, 0.08], [0.39, 0.07, 0.06], [-0.07, -0.05, 0.09], [0.06, 0.13, -0.11], [-0.03, -0.08, 0.12], [-0.04, 0.02, -0.04], [-0.02, 0.05, -0.02], [0.03, -0.01, 0.06], [-0.13, -0.07, -0.16], [0.08, 0.04, 0.13], [0.02, 0.08, 0.02], [-0.02, -0.01, -0.02], [-0.30, -0.40, -0.14], [0.14, 0.17, 0.24], [-0.03, -0.06, 0.12], [-0.22, 0.34, -0.24], [-0.09, -0.27, 0.07], [0.23, -0.22, -0.24], [-0.02, 0.00, 0.01], [0.00, 0.03, -0.06], [0.05, 0.21, -0.01], [-0.01, -0.02, 0.00], [0.02, -0.05, -0.02], [0.00, -0.04, -0.02], [0.02, 0.02, -0.02], [-0.03, 0.02, 0.00], [-0.02, 0.01, -0.04], [0.02, -0.02, 0.01], [-0.06, 0.01, 0.09], [0.00, -0.01, 0.02], [0.02, 0.00, -0.05], [-0.01, 0.08, -0.05], [-0.02, 0.01, 0.01], [0.01, 0.02, 0.01], [0.01, 0.00, 0.01], [0.01, 0.01, 0.01], [-0.02, 0.04, -0.02], [0.00, 0.10, 0.01], [-0.01, -0.02, -0.02], [0.01, 0.07, 0.04]], "mulliken_spin": [1.044, 0.013, -0.045, 0.011, -0.002, -0.017, 0.038, -0.023, -0.002, 0.001, 0.000, -0.002, 0.000, 0.001, 0.000, -0.003, 0.000, 0.022, -0.005, -0.056, 0.011, 0.006, 0.004, 0.002, 0.000, -0.003, 0.000, 0.001, 0.000, -0.005, 0.000, 0.000, -0.001, -0.002, -0.007, 0.003, -0.002, -0.008, 0.001, -0.002, -0.003, -0.002, 0.001, 0.000, 0.014, 0.000, 0.013, 0.001, -0.002, 0.000, 0.000, 0.000, 0.000, -0.006, -0.006, 0.001, -0.001, 0.000, 0.002, 0.002, 0.000, 0.002, 0.000, 0.000, 0.000, 0.000, 0.000, 0.000, 0.000, 0.000, 0.000, 0.000, 0.000, 0.000, 0.000, 0.001, 0.000, 0.000, 0.000, 0.000, 0.000, 0.000, 0.000, 0.000, 0.000, 0.000, -0.001, -0.001, 0.016, -0.007, 0.006, 0.000, 0.000, 0.000, 0.000, 0.000, 0.000, 0.000, 0.000, 0.000, 0.000, 0.000, 0.000, 0.000, 0.000, 0.000, 0.000, 0.000, 0.000, 0.000, 0.000, 0.000, -0.001, -0.002]}

{"formula": "C47H45F8N2PRuSb", "method": "ωB97M-V/def2-TZVPD", "gap_ha": [0.279, 0.252], "spin_multiplicity": 6, "e_lumo_ha": [-0.17016, -0.23114], "charge": 2, "s_squared": 8.799, "species": ["Ru", "C", "C", "C", "C", "C", "C", "C", "P", "C", "C", "C", "C", "C", "C", "C", "C", "C", "C", "C", "C", "C", "C", "H", "H", "H", "H", "H", "H", "H", "H", "H", "H", "H", "H", "H", "H", "H", "H", "H", "H", "H", "H", "C", "C", "N", "C", "C", "N", "C", "C", "H", "H", "H", "H", "H", "H", "H", "H", "H", "H", "H", "H", "H", "F", "C", "C", "C", "C", "C", "C", "Sb", "C", "C", "C", "C", "F", "C", "C", "C", "C", "C", "C", "F", "C", "C", "H", "H", "H", "H", "H", "H", "H", "H", "H", "H", "H", "H", "F", "C", "F", "C", "F", "F", "F"], "positions_angstrom": [[0.58024, -0.70640, 0.23387], [5.53607, 0.40638, -2.00149], [5.65639, -0.15186, -0.60630], [6.91010, -0.54787, -0.14541], [7.09271, -1.05475, 1.13169], [6.01497, -1.17198, 1.99717], [4.75742, -0.79648, 1.55976], [4.56884, -0.29636, 0.26990], [2.86164, 0.10911, -0.16554], [2.55698, -0.53462, -1.85341], [2.00773, 0.29646, -2.83675], [1.68943, -0.19665, -4.09136], [1.91118, -1.53487, -4.37734], [2.47295, -2.36155, -3.41672], [2.80608, -1.89352, -2.14694], [3.47427, -2.83368, -1.17620], [2.74095, 1.92806, -0.15130], [3.86005, 2.67538, 0.17696], [3.76854, 4.03082, 0.49001], [2.52229, 4.65270, 0.52823], [1.39286, 3.93450, 0.22706], [1.45329, 2.56200, -0.14145], [0.25641, 1.91270, -0.45630], [6.44198, 0.95059, -2.26662], [4.69206, 1.08511, -2.10525], [5.41034, -0.39666, -2.73263], [7.76237, -0.44753, -0.80746], [8.08157, -1.35417, 1.45386], [6.15389, -1.55559, 2.99905], [3.90226, -0.89135, 2.22043], [1.86306, 1.34980, -2.62639], [1.29008, 0.46730, -4.84801], [1.66514, -1.93082, -5.35448], [2.68617, -3.39721, -3.65743], [3.31091, -3.86839, -1.47052], [3.11349, -2.69967, -0.15584], [4.55302, -2.66210, -1.15454], [4.82880, 2.19600, 0.21932], [4.66424, 4.58614, 0.73359], [2.44738, 5.69625, 0.80392], [0.42275, 4.41730, 0.25415], [0.20854, 0.99760, -1.04582], [-0.67088, 2.46064, -0.35157], [-4.96913, -1.11942, 0.14208], [-3.42444, -1.23780, 0.15480], [-2.79554, 0.08926, 0.10873], [-3.19621, 0.84916, 1.29575], [-4.73835, 0.98163, 1.38722], [-5.31451, 0.34194, 0.16191], [-4.77751, 1.03032, -1.05892], [-3.24788, 0.78629, -1.09851], [-5.42409, -1.58343, 1.01521], [-5.40778, -1.55584, -0.75275], [-3.09597, -1.81259, -0.70960], [-3.08317, -1.75641, 1.04868], [-2.72582, 1.83204, 1.25975], [-2.83357, 0.33661, 2.18203], [-5.06739, 2.01832, 1.42024], [-5.14490, 0.46859, 2.25624], [-6.32802, 0.44159, 0.17643], [-5.02099, 2.08712, -0.96994], [-5.28526, 0.63191, -1.93445], [-2.72238, 1.73554, -1.18507], [-2.98387, 0.17510, -1.96060], [-4.45614, -5.36086, 3.95957], [-3.50296, -4.94557, 3.12020], [-3.32595, -5.61725, 1.92404], [-2.35259, -5.16909, 1.04288], [-1.57105, -4.05736, 1.35286], [-1.75349, -3.42562, 2.58207], [-2.72634, -3.86018, 3.47553], [-0.05012, -3.33533, 0.03441], [-1.08768, -3.32253, -1.84281], [-1.68697, -4.45400, -2.39957], [-2.37381, -4.38015, -3.60262], [-2.45383, -3.15894, -4.24500], [-3.13175, -3.07166, -5.39433], [-1.84999, -2.02177, -3.74249], [-1.16577, -2.11685, -2.53886], [0.98092, -5.17563, -0.17605], [1.29372, -5.68934, -1.43131], [1.96111, -6.90054, -1.54145], [2.30617, -7.57444, -0.38456], [2.95961, -8.73350, -0.48705], [1.99793, -7.09122, 0.87399], [1.33778, -5.87620, 0.97359], [-3.93702, -6.48211, 1.69978], [-2.20292, -5.71080, 0.11823], [-1.11922, -2.59724, 2.86848], [-2.86996, -3.37975, 4.43504], [-1.61179, -5.41182, -1.90064], [-2.83806, -5.24886, -4.05091], [-1.90430, -1.09932, -4.30807], [-0.67239, -1.23670, -2.14245], [1.01244, -5.15422, -2.33098], [2.20863, -7.32932, -2.50371], [2.27182, -7.66545, 1.74903], [1.09564, -5.48587, 1.95579], [-0.57393, -0.39387, 2.48362], [-0.15780, 0.63921, 3.27622], [1.05216, 1.00349, 2.94197], [-0.27068, 0.23139, 4.75667], [-0.07684, 1.28211, 5.53646], [-1.49437, -0.27329, 4.96457], [0.63462, -0.70248, 5.02925]], "atomic_forces_ev_per_a": [[0.73, 0.04, 0.38], [0.02, -0.05, 0.07], [-0.02, 0.03, 0.05], [0.00, 0.02, -0.04], [0.00, -0.02, -0.01], [-0.01, -0.02, 0.03], [0.01, 0.00, -0.02], [-0.08, 0.02, 0.08], [-0.35, -0.24, -0.24], [0.07, 0.08, -0.06], [0.05, -0.04, 0.01], [-0.06, 0.07, -0.02], [0.03, -0.04, -0.02], [0.00, 0.00, 0.04], [-0.04, 0.03, 0.03], [0.07, 0.07, -0.11], [0.03, -0.05, 0.10], [0.00, 0.04, -0.08], [-0.04, -0.06, 0.02], [0.10, 0.07, 0.03], [-0.11, -0.03, 0.01], [0.14, -0.05, 0.04], [-0.17, 0.08, 0.08], [0.00, -0.02, 0.00], [0.01, 0.02, -0.03], [-0.04, 0.02, 0.00], [-0.01, 0.00, 0.02], [-0.01, 0.01, -0.01], [0.00, 0.01, -0.01], [0.02, -0.02, 0.00], [0.03, 0.00, -0.03], [-0.01, -0.02, 0.02], [0.02, 0.00, 0.01], [-0.05, 0.01, 0.00], [-0.02, 0.00, 0.01], [-0.01, -0.03, 0.04], [-0.01, 0.00, 0.01], [0.00, 0.01, -0.01], [-0.01, 0.00, -0.02], [-0.02, -0.01, -0.03], [0.02, -0.01, -0.02], [0.00, -0.05, -0.22], [-0.01, -0.07, -0.03], [0.16, -0.18, 0.01], [0.00, 0.14, -0.06], [-0.29, -0.07, 0.04], [0.01, -0.02, -0.07], [0.15, 0.10, 0.16], [-0.02, 0.01, -0.04], [0.17, 0.08, -0.14], [0.05, -0.09, 0.08], [-0.06, 0.07, 0.01], [-0.06, 0.07, -0.03], [0.05, -0.02, 0.01], [-0.04, -0.01, 0.02], [-0.03, 0.00, -0.01], [0.05, -0.04, 0.01], [-0.05, -0.01, -0.09], [-0.05, -0.07, -0.04], [-0.02, 0.01, 0.02], [-0.07, -0.01, 0.05], [-0.06, -0.08, 0.05], [0.00, 0.02, 0.00], [0.00, 0.00, -0.01], [0.02, -0.02, 0.01], [-0.02, 0.05, -0.02], [-0.02, -0.07, -0.11], [-0.03, 0.03, 0.09], [0.24, 0.11, 0.02], [-0.06, -0.13, 0.00], [0.08, 0.10, 0.01], [-0.56, -0.19, -0.50], [0.06, -0.02, 0.09], [-0.01, 0.08, 0.02], [-0.04, -0.09, 0.01], [0.00, 0.04, 0.02], [0.03, -0.02, 0.00], [-0.03, 0.05, -0.03], [-0.03, -0.17, -0.02], [0.04, 0.24, 0.06], [0.01, -0.03, 0.06], [-0.01, 0.01, -0.08], [-0.01, 0.03, 0.00], [-0.03, -0.02, 0.00], [0.02, 0.01, 0.07], [0.01, -0.04, -0.07], [0.00, 0.02, 0.02], [-0.01, 0.00, 0.02], [-0.02, 0.03, 0.00], [-0.01, -0.05, 0.00], [0.01, -0.02, -0.07], [0.00, 0.01, 0.03], [0.02, -0.01, 0.03], [0.08, 0.09, -0.01], [0.03, -0.01, 0.00], [0.01, 0.01, 0.02], [0.02, 0.03, -0.01], [-0.01, -0.04, 0.00], [0.13, 0.75, 0.37], [0.28, -0.94, 0.18], [-0.17, 0.23, -0.09], [-0.41, 0.35, -0.25], [-0.01, -0.13, -0.05], [0.19, 0.07, 0.04], [0.03, -0.09, 0.08]], "mulliken_spin": [2.587, 0.000, -0.010, 0.000, 0.000, 0.007, 0.001, -0.043, 0.092, -0.035, 0.077, -0.016, 0.028, -0.016, 0.040, 0.006, 0.187, -0.082, 0.197, -0.060, 0.226, -0.058, 0.587, 0.000, 0.002, 0.000, 0.000, 0.000, 0.000, -0.004, 0.007, 0.000, 0.000, 0.001, 0.002, 0.006, 0.003, 0.018, 0.004, 0.001, 0.007, 0.022, 0.009, 0.000, 0.083, -0.026, 0.054, 0.005, 0.000, 0.001, 0.019, 0.000, 0.000, -0.030, -0.043, 0.002, -0.015, 0.000, 0.001, -0.001, 0.000, 0.000, 0.000, -0.001, 0.000, 0.000, 0.001, 0.002, -0.021, -0.012, 0.007, 0.196, -0.061, -0.005, 0.000, -0.001, 0.000, 0.020, 0.007, -0.007, 0.003, 0.001, 0.000, 0.000, 0.001, -0.002, 0.000, 0.000, -0.002, 0.000, -0.001, 0.000, 0.000, 0.045, -0.001, 0.000, 0.000, 0.001, 0.008, 0.851, 0.067, 0.040, -0.002, -0.002, 0.022]}